P:
Density functional theory data (ωB97M-V/def2-TZVPD) for C2H4N4O in the gas phase.

```
11
Properties=species:S:1:pos:R:3:nbo_charge:R:1
C 0.23 -0.19 0.79 0.4973
C -0.34 -0.49 -1.33 0.6570
H 0.11 1.35 2.10 0.3922
H 0.65 -0.13 2.69 0.3992
H -0.62 0.66 -2.74 0.3369
H 0.50 1.27 -0.58 0.4099
N 0.66 0.50 1.92 -0.8091
N -0.06 -1.44 0.74 -0.1969
N -0.56 -0.37 -2.58 -0.7118
N -0.09 0.48 -0.38 -0.6379
O -0.46 -1.65 -0.64 -0.3369
```

Its spin multiplicity is 1. For the lowest unoccupied orbital energy, the calculation gives 0.018 Ha. As for the HOMO-LUMO gap: 9.57 eV.



Q:
Density functional theory data (ωB97M-V/def2-TZVPD) for C2H4N4O in the gas phase.

```
11
Properties=species:S:1:pos:R:3:nbo_charge:R:1
C -0.29 -1.33 -1.01 0.2905
C 0.36 -0.28 0.79 0.7305
H -1.27 1.76 0.61 0.3533
H 0.27 2.51 0.34 0.3788
H -0.38 0.15 -2.27 0.3903
H -0.47 -2.03 -1.81 0.1962
N -0.42 1.90 -0.01 -0.6579
N 0.17 0.68 -0.33 -0.1689
N -0.56 -0.04 -1.31 -0.4249
N 0.23 -1.52 0.14 -0.5399
O 0.69 0.02 1.87 -0.5480
```

Its spin multiplicity is 1. For the lowest unoccupied orbital energy, the calculation gives 0.024 Ha. As for the HOMO-LUMO gap: 9.99 eV.



R:
Density functional theory data (ωB97M-V/def2-TZVPD) for 2 unconnected molecules or ions with the total composition C2H4N4O.

```
11
Properties=species:S:1:pos:R:3:nbo_charge:R:1
C 2.50 1.05 0.54 0.1841
C 1.16 0.62 0.34 0.0406
N 3.57 1.40 0.76 -0.2273
N -1.75 -0.86 -0.50 0.1864
N 0.38 0.17 1.22 -0.5653
N -1.61 -0.23 -1.56 -0.4814
O -2.45 -1.84 -0.26 -0.4630
H 0.79 0.69 -0.68 0.2304
H -1.16 -0.48 0.29 0.3886
H 0.75 0.12 2.17 0.3697
H -2.18 -0.62 -2.32 0.3373
```

Its spin multiplicity is 1. For the lowest unoccupied orbital energy, the calculation gives -0.028 Ha. As for the HOMO-LUMO gap: 9.54 eV.



S:
Density functional theory data (ωB97M-V/def2-TZVPD) for C2H4N4O in the gas phase.

```
11
Properties=species:S:1:pos:R:3:nbo_charge:R:1
N 2.04 0.42 0.50 -0.7862
C 1.15 0.08 -0.44 0.5245
N 0.88 -0.62 -1.45 -0.2713
N -0.98 -0.32 1.16 -0.7442
C -1.15 -0.03 -0.06 0.6645
O -2.30 -0.13 -0.74 -0.6670
N -0.10 0.52 -0.85 -0.4104
H 2.81 -0.22 0.63 0.4073
H 1.63 0.78 1.35 0.4235
H -1.86 -0.65 1.57 0.3585
H -2.13 0.16 -1.65 0.5008
```

Its spin multiplicity is 1. For the lowest unoccupied orbital energy, the calculation gives 0.030 Ha. As for the HOMO-LUMO gap: 10.30 eV.



Which structure wins on stability? P wins.



P:
Density functional theory data (ωB97M-V/def2-TZVPD) for C2H4N4O in the gas phase.

```
11
Properties=species:S:1:pos:R:3:nbo_charge:R:1
C 1.09 -0.27 0.02 0.6542
C -1.20 -0.07 -0.03 0.6523
H 2.26 -1.57 -0.16 0.3470
H 1.18 1.45 -0.82 0.3882
H -0.88 1.74 0.89 0.3925
H -2.32 -1.54 -0.03 0.3593
N 2.28 -0.59 0.08 -0.6703
N 0.77 1.05 -0.03 -0.4605
N -0.58 1.25 0.05 -0.4744
N -2.43 -0.52 -0.05 -0.6810
O -0.16 -0.93 0.09 -0.5073
```

Its spin multiplicity is 1. For the lowest unoccupied orbital energy, the calculation gives 0.024 Ha. As for the HOMO-LUMO gap: 10.48 eV.



Q:
Density functional theory data (ωB97M-V/def2-TZVPD) for C2H4N4O in the gas phase.

```
11
Properties=species:S:1:pos:R:3:nbo_charge:R:1
C -0.17 -0.43 -0.02 0.6464
C -1.66 -0.35 -0.02 -0.7218
N 2.52 -0.26 0.25 0.0746
N 2.54 0.14 -0.89 0.0348
N 1.85 0.98 0.18 -0.0807
N 0.52 0.73 0.20 -0.5001
O 0.44 -1.47 -0.15 -0.5896
H -1.96 -0.13 1.04 0.2407
H -2.15 0.52 -0.58 0.2349
H -1.95 -1.36 -0.35 0.2605
H 0.02 1.63 0.33 0.4003
```

Its spin multiplicity is 1. For the lowest unoccupied orbital energy, the calculation gives 0.022 Ha. As for the HOMO-LUMO gap: 10.22 eV.



R:
Density functional theory data (ωB97M-V/def2-TZVPD) for C2H4N4O in the gas phase.

```
11
Properties=species:S:1:pos:R:3:nbo_charge:R:1
C 0.55 -1.00 -1.25 -0.2913
C -0.80 0.54 0.06 0.6298
H 0.35 -2.00 -1.00 0.2083
H 1.54 -0.57 -1.10 0.2172
H 0.58 -0.87 -2.44 0.2274
H 0.60 -0.84 1.33 0.4399
N -1.25 1.73 0.46 -0.3497
N -0.82 1.97 1.69 -0.0402
N -0.19 0.96 2.19 -0.0769
N -0.01 0.05 1.13 -0.4857
O -0.55 0.03 -1.08 -0.4786
```

Its spin multiplicity is 1. For the lowest unoccupied orbital energy, the calculation gives 0.011 Ha. As for the HOMO-LUMO gap: 10.00 eV.



Which structure wins on stability? P wins.



P:
Density functional theory data (ωB97M-V/def2-TZVPD) for 3 unconnected molecules or ions with the total composition C4H10O2.

```
16
Properties=species:S:1:pos:R:3:nbo_charge:R:1
C 2.43 -0.95 0.06 0.2955
O 1.87 -1.89 -0.45 -0.5330
C -0.63 -0.10 -1.36 -0.5722
C -1.04 -0.22 -0.09 0.3434
C -1.98 0.74 0.58 -0.6640
O -0.66 -1.22 0.75 -0.7018
H 2.05 -0.47 0.97 0.1306
H 3.36 -0.54 -0.38 0.1197
H 1.31 2.01 0.79 -0.0112
H 0.02 -0.83 -1.82 0.2092
H -0.98 0.73 -1.97 0.2083
H 0.91 1.61 0.31 0.0050
H -1.57 1.05 1.55 0.2226
H -2.94 0.25 0.78 0.2276
H -2.15 1.62 -0.04 0.2200
H 0.00 -1.77 0.30 0.5002
```

Its spin multiplicity is 1. For the lowest unoccupied orbital energy, the calculation gives 0.017 Ha. As for the HOMO-LUMO gap: 9.20 eV.



Q:
Density functional theory data (ωB97M-V/def2-TZVPD) for 2 unconnected molecules or ions with the total composition C4H10O2.

```
16
Properties=species:S:1:pos:R:3:nbo_charge:R:1
C 2.42 -1.57 0.52 -0.0639
O 2.25 -1.32 -0.87 -0.7290
C 2.32 -0.17 1.21 -0.6190
H 3.35 -2.08 0.73 0.1642
H 1.55 -2.07 0.96 0.1603
H 2.96 -1.74 -1.36 0.4683
H 3.19 0.41 0.91 0.2044
H 2.32 -0.37 2.29 0.1963
H 1.36 0.30 1.01 0.2182
C -3.63 0.70 -1.35 -0.5588
C -2.92 1.14 -0.28 0.1795
O -1.96 2.07 -0.34 -0.6972
H -4.29 -0.07 -0.94 0.2056
H -3.88 1.35 -2.17 0.2057
H -3.05 0.68 0.69 0.1770
H -1.98 2.74 -1.01 0.4885
```

Its spin multiplicity is 1. For the lowest unoccupied orbital energy, the calculation gives 0.034 Ha. As for the HOMO-LUMO gap: 9.90 eV.



Which structure wins on stability? Q wins.



P:
Density functional theory data (ωB97M-V/def2-TZVPD) for 2 unconnected molecules or ions with the total composition C4H10O2.

```
16
Properties=species:S:1:pos:R:3:nbo_charge:R:1
C 2.40 -0.60 -0.40 -0.2423
O 1.18 -0.50 0.30 -0.5598
C 0.09 -0.19 -0.54 -0.1267
C -1.18 -0.27 0.29 0.3189
C -2.37 0.11 -0.18 -0.5440
O -1.02 -0.73 1.55 -0.6711
H 2.33 -1.35 -1.21 0.1705
H 2.69 0.36 -0.84 0.1722
H 3.16 -0.92 0.31 0.1987
H 0.03 -0.92 -1.37 0.1858
H 0.21 0.81 -0.97 0.1887
H -0.57 2.37 1.28 -0.0199
H -3.25 0.07 0.44 0.2172
H -2.47 0.50 -1.19 0.2040
H -1.15 2.12 0.88 0.0086
H -0.07 -0.87 1.68 0.4993
```

Its spin multiplicity is 1. For the lowest unoccupied orbital energy, the calculation gives 0.032 Ha. As for the HOMO-LUMO gap: 9.48 eV.



Q:
Density functional theory data (ωB97M-V/def2-TZVPD) for 2 unconnected molecules or ions with the total composition C4H10O2.

```
16
Properties=species:S:1:pos:R:3:nbo_charge:R:1
C 1.73 0.80 1.49 -0.6038
C 0.87 -0.30 0.89 -0.5104
C 0.14 0.13 -0.36 0.5811
O 0.10 1.28 -0.74 -0.5624
C -0.58 -0.94 -1.17 -0.1688
O -1.29 -0.37 -2.23 -0.7107
H 2.26 0.44 2.38 0.2122
H 2.47 1.16 0.77 0.2167
H 1.11 1.66 1.78 0.2213
H 1.48 -1.19 0.64 0.2254
H 0.12 -0.65 1.61 0.2334
H -3.29 0.36 -0.09 -0.0208
H -1.04 0.58 -2.21 0.4901
H -1.26 -1.49 -0.50 0.1927
H 0.17 -1.66 -1.53 0.1915
H -2.98 0.21 -0.75 0.0126
```

Its spin multiplicity is 1. For the lowest unoccupied orbital energy, the calculation gives 0.033 Ha. As for the HOMO-LUMO gap: 11.20 eV.



R:
Density functional theory data (ωB97M-V/def2-TZVPD) for 2 unconnected molecules or ions with the total composition C4H10O2.

```
16
Properties=species:S:1:pos:R:3:nbo_charge:R:1
C 2.77 -0.21 -0.69 -0.6562
C -0.79 1.09 0.37 -0.1182
O -1.90 0.71 -0.56 -0.7233
C 0.42 0.27 -0.02 -0.2237
C 1.51 0.62 -0.73 -0.1758
H 3.36 -0.22 0.26 0.2281
H 2.44 -1.24 -0.93 0.2267
H 3.47 0.28 -1.46 0.2165
H -0.67 2.10 0.12 0.1981
H -0.90 0.87 1.44 0.1631
H -1.82 -0.36 -0.62 0.4692
H 0.28 -0.86 0.20 0.1899
H 1.32 1.49 -1.33 0.2023
H -1.49 -1.02 1.35 0.4500
H -2.05 -2.10 2.05 0.4714
O -1.52 -1.90 1.24 -0.9180
```

Its spin multiplicity is 1. For the lowest unoccupied orbital energy, the calculation gives 0.026 Ha. As for the HOMO-LUMO gap: 9.72 eV.



S:
Density functional theory data (ωB97M-V/def2-TZVPD) for C4H10O2 in the gas phase.

```
16
Properties=species:S:1:pos:R:3:nbo_charge:R:1
C 1.95 0.57 -1.38 -0.6323
C 0.73 -0.39 -1.30 -0.0539
C -0.89 -0.58 0.53 -0.0860
C -1.40 -0.04 1.81 -0.0898
H 2.61 0.27 -2.21 0.2086
H 1.66 1.62 -1.51 0.2288
H 2.68 0.44 -0.47 0.2158
H 0.89 -1.48 -0.81 0.1725
H 0.19 -0.59 -2.20 0.1809
H -0.28 -1.55 0.71 0.1594
H -1.75 -0.93 -0.11 0.1679
H -0.51 0.20 2.43 0.1605
H -2.03 -0.75 2.49 0.2006
H -1.57 1.73 0.84 0.4846
O -0.13 0.33 -0.29 -0.5846
O -2.14 1.14 1.47 -0.7329
```

Its spin multiplicity is 1. For the lowest unoccupied orbital energy, the calculation gives 0.037 Ha. As for the HOMO-LUMO gap: 10.86 eV.



Which structure wins on stability? Q wins.